Computed, not measured: a structure of composition C28H56Li3O11P in a non-equilibrium geometry, with ωB97M-V/def2-TZVPD.

```
99
Properties=species:S:1:pos:R:3:mulliken_charge:R:1
Li -2.457 0.299 -0.275 0.79
Li 1.504 0.840 3.037 0.74
Li 3.823 0.519 -1.377 0.80
P 0.846 0.559 -0.124 0.86
O -0.046 0.120 1.072 -0.81
O 1.480 -0.583 -1.025 -0.85
O 2.093 1.207 0.450 -0.85
O -0.113 1.478 -0.839 -0.76
C -1.534 7.482 -1.150 -0.53
C -2.408 8.486 -0.429 -0.41
C -3.860 7.942 -0.520 -0.45
O -3.795 7.163 -1.712 -0.42
C -2.503 6.483 -1.709 -0.43
H -0.676 7.093 -0.601 0.42
H -1.034 8.076 -1.914 0.17
H -2.352 9.489 -0.851 0.30
H -2.118 8.503 0.622 0.19
H -4.574 8.758 -0.634 0.28
H -4.163 7.261 0.274 0.29
H -2.232 6.079 -2.684 0.32
H -2.575 5.693 -0.962 0.26
C -4.501 -2.831 -4.467 -0.57
C -3.071 -2.546 -4.809 -0.52
C -2.469 -1.841 -3.662 -0.28
O -3.582 -1.094 -3.134 -0.38
C -4.806 -1.516 -3.752 -0.50
H -4.537 -3.759 -3.897 0.29
H -5.197 -2.936 -5.299 0.30
H -2.991 -1.922 -5.698 0.28
H -2.584 -3.504 -4.995 0.33
H -1.787 -1.091 -4.061 0.18
H -2.018 -2.476 -2.900 0.29
H -5.024 -0.802 -4.546 0.29
H -5.672 -1.643 -3.103 0.31
C 2.914 -3.831 5.142 -0.61
C 4.090 -3.474 4.319 -0.50
C 3.614 -2.193 3.699 -0.44
O 2.793 -1.568 4.776 -0.38
C 2.368 -2.579 5.686 -0.37
H 3.201 -4.580 5.881 0.37
H 2.120 -4.281 4.547 0.18
H 4.305 -4.234 3.568 0.30
H 4.947 -3.291 4.966 0.30
H 2.882 -2.418 2.924 0.35
H 4.430 -1.531 3.410 0.26
H 1.298 -2.780 5.734 0.28
H 2.874 -2.545 6.651 0.28
C 0.493 5.808 5.622 -0.48
C 0.184 5.959 4.106 -0.60
C 0.133 4.408 3.649 -0.46
O 1.155 3.857 4.430 -0.35
C 1.449 4.607 5.612 -0.41
H -0.442 5.550 6.119 0.26
H 0.923 6.713 6.049 0.32
H 1.001 6.507 3.636 0.28
H -0.727 6.468 3.790 0.37
H 0.238 4.326 2.567 0.36
H -0.719 3.794 3.940 0.24
H 2.532 4.721 5.656 0.26
H 1.175 3.894 6.389 0.24
C -3.048 -5.173 1.338 -0.25
C -4.475 -5.566 1.644 -0.45
C -4.577 -4.941 3.093 -0.44
O -3.327 -5.275 3.651 -0.41
C -2.342 -4.948 2.648 -0.43
H -2.925 -4.275 0.732 0.16
H -2.499 -5.970 0.836 0.22
H -4.613 -6.644 1.727 0.24
H -5.243 -5.091 1.033 0.28
H -5.260 -5.427 3.790 0.31
H -4.886 -3.896 3.133 0.25
H -1.414 -5.498 2.807 0.30
H -1.997 -3.917 2.722 0.21
C 3.334 -7.476 -2.349 -0.46
C 3.154 -6.143 -1.672 -0.47
C 1.862 -5.614 -2.259 -0.37
O 1.213 -6.744 -2.609 -0.39
C 2.083 -7.729 -3.169 -0.38
H 3.593 -8.205 -1.581 0.34
H 4.128 -7.340 -3.084 0.21
H 3.885 -5.336 -1.731 0.36
H 3.068 -6.348 -0.605 0.17
H 1.994 -4.850 -3.025 0.26
H 1.235 -5.127 -1.511 0.25
H 2.152 -7.595 -4.248 0.28
H 1.576 -8.662 -2.921 0.19
C 2.005 4.067 -4.607 -0.53
C 3.164 4.975 -4.397 -0.67
C 4.049 4.130 -3.383 -0.43
O 3.908 2.770 -3.911 -0.40
C 2.705 2.718 -4.731 -0.42
H 1.462 4.416 -5.486 0.31
H 1.343 4.024 -3.742 0.28
H 2.841 5.984 -4.142 0.37
H 3.773 5.113 -5.290 0.28
H 3.635 4.149 -2.375 0.33
H 5.074 4.494 -3.459 0.29
H 2.052 1.965 -4.289 0.33
H 3.021 2.689 -5.773 0.29
```

The value obtained for the total energy is -62367.2762 eV. The frontier orbital gap comes out at 5.178 eV. The energy relative to the best compared isomer or geometry (same formula, charge and spin) is 11.013 eV. The net charge is 0.